Molecular formula: C36H97N3O11
Method: DFT, ωB97M-V with the def2-TZVPD basis set

Each line ends with the Mulliken charge.
CARTESIAN COORDINATES (ANGSTROEM)
C (1.10290, 0.39639, 0.48618)  2.00
C (-0.26761, 1.10678, 0.49721)  0.71
C (-1.26447, 0.34023, -0.41919)  -1.46
O (-0.86385, 0.67052, -1.82000)  0.05
C (-1.40331, -0.21333, -2.72956)  0.87
N (-0.71640, 1.17417, 1.85657)  0.05
H (1.02331, -0.65227, 0.77269)  0.56
H (1.78388, 1.01403, 1.07174)  -0.77
H (1.53503, 0.33951, -0.51289)  -0.05
H (-0.09455, 2.11826, 0.12971)  -0.03
H (-2.30576, 0.61863, -0.25704)  1.04
H (-1.20252, -0.73792, -0.27136)  0.71
H (-1.08657, 0.15243, -3.70628)  -0.02
H (-2.47879, -0.05070, -2.80024)  -1.78
H (-1.25172, -1.26354, -2.48022)  -1.16
H (0.05566, 1.52029, 2.40813)  1.28
H (-0.84232, 0.22729, 2.18468)  -2.02
C (1.59410, -1.19449, -1.70494)  0.12
C (2.83411, -0.37803, -1.97231)  0.77
C (4.06223, -1.30330, -2.17315)  -1.67
O (4.50389, -2.06980, -1.03165)  -0.34
C (4.85352, -1.38255, 0.15535)  -1.22
N (2.48200, 0.43329, -3.13699)  -1.19
H (0.78409, -0.47681, -1.57489)  -0.58
H (1.67532, -1.70293, -0.74421)  -0.80
H (1.44420, -1.97506, -2.45084)  1.55
H (3.03872, 0.26259, -1.11450)  -0.20
H (4.90269, -0.68020, -2.47888)  0.47
H (3.94597, -1.92790, -3.05884)  0.42
H (5.38236, -2.14604, 0.72589)  0.51
H (4.02243, -0.90692, 0.67608)  1.22
H (5.55390, -0.55666, 0.03096)  0.46
H (1.62558, 0.88663, -2.85217)  1.00
H (3.17170, 1.17057, -3.16614)  0.65
C (0.08460, -2.70810, -1.22339)  -1.31
C (-0.74620, -3.58539, -0.26836)  0.14
C (-1.96984, -2.84745, 0.34856)  -0.93
O (-1.61812, -1.62795, 1.03251)  0.04
C (-2.58870, -1.20181, 1.95027)  -1.29
N (-1.09937, -4.83894, -0.97074)  -0.58
H (1.00565, -3.09402, -1.66024)  1.64
H (0.23980, -1.73264, -0.76241)  -1.29
H (-0.52440, -2.43313, -2.08456)  1.15
H (-0.14540, -3.85187, 0.60120)  0.21
H (-2.48239, -3.55219, 1.00334)  1.04
H (-2.68239, -2.57141, -0.42873)  -1.09
H (-2.95138, -1.92670, 2.67903)  0.34
H (-3.43303, -0.75352, 1.42659)  0.17
H (-2.15883, -0.40110, 2.55207)  1.07
H (-1.64485, -5.42881, -0.35869)  0.33
H (-0.22481, -5.30753, -1.15962)  0.33
C (-2.30914, 1.03302, -4.53066)  -1.15
C (-2.34114, 0.36732, -5.97162)  -0.03
C (-0.93947, -0.08604, -6.48255)  -1.33
O (-3.21699, -0.71927, -5.89305)  -0.65
H (-1.87302, 0.32129, -3.82970)  -0.72
H (-3.28731, 1.17669, -4.07170)  0.35
H (-1.87095, 2.03100, -4.54209)  1.12
H (-2.68732, 1.09429, -6.70632)  0.38
H (-0.14775, 0.66280, -6.50495)  0.33
H (-0.98102, -0.46696, -7.50298)  0.38
H (-0.63505, -0.89260, -5.81555)  0.29
H (-2.67995, -1.45137, -5.58126)  0.49
C (-4.00961, -1.24966, -1.34995)  -0.70
C (-3.91458, -1.53083, -2.86911)  -0.21
C (-3.92990, -0.23289, -3.67951)  -0.74
O (-2.74414, -2.19781, -3.15649)  -0.77
H (-3.49979, -2.00729, -0.75483)  0.78
H (-5.00174, -1.05414, -0.94306)  0.56
H (-3.34541, -0.39456, -1.22449)  -0.07
H (-4.75629, -2.16961, -3.13665)  0.54
H (-4.88803, 0.28671, -3.66947)  0.42
H (-3.72570, -0.27571, -4.74936)  0.48
H (-3.18215, 0.46389, -3.30072)  0.48
H (-2.49366, -2.79009, -2.44371)  0.32
C (-2.03905, 3.22024, 2.46640)  -1.25
C (-2.70504, 1.85635, 2.30127)  1.17
C (-4.18753, 1.91587, 2.59013)  -1.92
O (-2.48397, 1.52854, 0.99862)  -0.24
H (-2.50784, 3.95700, 1.81409)  0.33
H (-0.97197, 3.34007, 2.27909)  -0.32
H (-2.20161, 3.59171, 3.47817)  0.30
H (-2.20218, 1.16346, 2.97592)  0.48
H (-4.69278, 0.98770, 2.32307)  0.34
H (-4.61617, 2.75001, 2.03462)  0.44
H (-4.33128, 2.11863, 3.65141)  0.30
H (-1.63920, 1.08311, 0.90089)  0.46
C (2.05889, 2.84046, -2.59502)  -2.57
C (0.85265, 2.26115, -1.97501)  1.80
C (-0.48280, 2.74307, -2.56192)  -2.08
O (0.92597, 0.84177, -2.05969)  0.29
H (2.10390, 3.92594, -2.50668)  0.33
H (2.23142, 2.53605, -3.62733)  0.58
H (2.89793, 2.46670, -2.00814)  0.59
H (0.77800, 2.42302, -0.89968)  -0.56
H (-0.60170, 2.42160, -3.59663)  0.62
H (-0.71048, 3.80370, -2.45553)  0.26
H (-1.20855, 2.18033, -1.97479)  0.34
H (0.14732, 0.47289, -1.63634)  -0.83
C (0.15031, 0.54276, 4.62581)  -1.37
C (-1.10189, -0.23590, 4.10960)  2.08
C (-0.60842, -1.48313, 3.39634)  -0.80
O (-1.89228, -0.61982, 5.24409)  -0.70
H (0.63685, 1.04414, 3.78915)  1.29
H (0.95983, -0.00774, 5.10511)  0.76
H (-0.04903, 1.29256, 5.39141)  0.28
H (-1.73668, 0.37365, 3.46649)  -0.43
H (-1.43993, -2.09481, 3.04630)  0.35
H (0.00262, -2.16819, 3.98407)  0.55
H (0.00779, -1.27270, 2.52221)  -0.76
H (-1.32920, -1.17356, 5.78991)  0.52
C (2.21669, 3.75611, 2.40796)  -1.49
C (0.88830, 2.99764, 2.20760)  -0.25
C (0.14681, 3.43430, 0.90773)  -0.42
O (1.07611, 1.62355, 2.19515)  -0.29
H (2.88950, 3.50373, 1.58837)  0.26
H (2.59291, 3.44326, 3.38196)  0.37
H (2.12365, 4.84100, 2.45759)  0.51
H (0.22797, 3.23080, 3.04289)  0.38
H (-0.01696, 4.51042, 0.85073)  0.48
H (-0.78657, 2.88405, 0.78884)  -0.26
H (0.72399, 3.20120, 0.01295)  0.73
H (1.66525, 1.33012, 2.89402)  -1.57
C (2.61449, -0.37840, 3.88515)  -0.55
C (3.08628, 0.82639, 3.07866)  -0.60
C (2.76036, 0.65850, 1.57996)  -0.01
O (2.30633, 1.95053, 3.55569)  -0.60
H (2.86762, -0.28192, 4.94095)  0.70
H (3.05316, -1.29667, 3.49470)  0.27
H (1.52469, -0.39751, 3.89427)  -0.62
H (4.14712, 0.94771, 3.29775)  0.56
H (3.04534, 1.60420, 1.11894)  0.53
H (1.72599, 0.33205, 1.47216)  -0.14
H (3.31987, -0.13836, 1.09000)  -1.18
H (2.43827, 1.89262, 4.50481)  0.84
C (3.66707, -2.76284, 1.38693)  -2.32
C (2.37328, -2.50960, 2.10889)  -0.52
C (1.35545, -1.69249, 1.27783)  1.33
O (1.83514, -3.79448, 2.24092)  -0.77
H (4.14798, -1.79233, 1.26473)  0.61
H (3.50933, -3.13550, 0.37483)  0.74
H (4.33362, -3.42072, 1.94463)  0.24
H (2.55933, -2.11564, 3.10803)  -0.17
H (1.16763, -2.10739, 0.28754)  0.40
H (1.71334, -0.67228, 1.13935)  -0.31
H (0.41016, -1.59797, 1.81225)  0.29
H (2.07716, -4.36950, 1.51128)  0.55

The value obtained for the frontier orbital gap is 6.0 eV. As for the LUMO energy: 0.048 eV. Its highest occupied orbital energy is -6.0 eV. The calculation puts the energy above the lowest of the compared OMol25 structures with the same formula, charge and spin at 8279.49 kJ/mol. Its spin multiplicity is 1.